No. 1
Entry from the OMol25 dataset: C4H6N2O in the gas phase (ωB97M-V/def2-TZVPD).

Results
2S+1: 1
Highest occupied orbital energy: -8.00 eV
Energy above the lowest of the compared OMol25 structures with the same formula, charge and spin: 1.404 eV
Kohn-Sham gap: 0.3177 Ha
LUMO energy: 0.647 eV
E: -9272.0974 eV
SMILES string: Cc1ncc(O)[nH]1

Geometry (Å):
C: 2.027 -0.239 0.166
C: 0.765 0.270 -0.463
N: 0.145 -0.329 -1.454
C: -1.202 -0.267 -1.153
C: -1.363 0.352 0.058
O: -2.360 0.464 0.968
N: -0.136 0.803 0.418
H: 2.175 -1.232 -0.258
H: 1.768 -0.393 1.225
H: 2.939 0.354 0.121
H: -1.950 -0.763 -1.756
H: -2.912 -0.317 0.865
H: 0.103 1.297 1.261

---

No. 2
Entry from the OMol25 dataset: 2 unconnected molecules or ions with the total composition CH3FOS in a non-equilibrium geometry (ωB97M-V/def2-TZVPD).

Results
2S+1: 1
Highest occupied orbital energy: -9.01 eV
Energy above the lowest of the compared OMol25 structures with the same formula, charge and spin: 2.681 eV
Kohn-Sham gap: 0.2360 Ha
LUMO energy: -2.584 eV
E: -16682.8060 eV
SMILES string: O=S.CF

Geometry (Å):
O: 2.501 -0.734 0.017
S: 3.763 0.036 -0.234
C: -1.204 0.160 0.061
F: -2.412 -0.342 -0.373
H: -0.415 -0.121 -0.645
H: -1.263 1.252 0.125
H: -0.971 -0.251 1.049

---

No. 3
Entry from the OMol25 dataset: 2 unconnected molecules or ions with the total composition C3H6N2OS in a non-equilibrium geometry (ωB97M-V/def2-TZVPD).

Results
2S+1: 1
Highest occupied orbital energy: -9.03 eV
Energy above the lowest of the compared OMol25 structures with the same formula, charge and spin: 7.568 eV
Kohn-Sham gap: 0.3193 Ha
LUMO energy: -0.335 eV
E: -19064.5987 eV

Geometry (Å):
C: 0.892 0.098 -0.255
C: -1.101 -1.455 0.031
C: -1.457 -0.268 0.882
H: 2.553 2.163 0.271
H: 0.300 1.307 -1.790
H: -2.107 -1.740 -0.533
H: -0.505 -2.323 0.743
H: -0.999 -0.194 1.885
H: -2.488 0.227 0.804
N: 1.195 0.898 -1.313
N: -0.557 -0.215 -0.382
O: 2.233 1.902 -1.122
S: 2.042 -0.400 0.778

---

No. 4
Entry from the OMol25 dataset: C7H6N4 in the gas phase in a non-equilibrium geometry (ωB97M-V/def2-TZVPD).

Results
2S+1: 1
Highest occupied orbital energy: -9.42 eV
Energy above the lowest of the compared OMol25 structures with the same formula, charge and spin: 2.042 eV
Kohn-Sham gap: 0.3290 Ha
LUMO energy: -0.469 eV
E: -13314.0519 eV
SMILES string: Cc1cnc2cncnc2n1

Geometry (Å):
C: 1.823 -0.939 2.197
C: 1.072 -0.614 0.980
C: 0.690 -1.622 -0.102
N: 0.023 -1.215 -1.148
C: -0.671 -0.081 -1.108
C: -1.484 0.460 -2.200
N: -1.877 1.695 -2.183
C: -1.783 2.238 -0.955
N: -1.112 1.988 0.080
C: -0.513 0.726 0.040
N: 0.612 0.562 0.963
H: 2.717 -1.795 2.096
H: 0.992 -1.613 2.787
H: 2.253 -0.068 2.880
H: 1.228 -2.551 -0.204
H: -1.609 -0.229 -3.005
H: -2.361 3.059 -1.117

---

No. 5
Entry from the OMol25 dataset: C27H32N4O3 in the gas phase (ωB97M-V/def2-TZVPD).

Results
2S+1: 1
Highest occupied orbital energy: -7.76 eV
Energy above the lowest of the compared OMol25 structures with the same formula, charge and spin: 0.186 eV
Kohn-Sham gap: 0.3086 Ha
LUMO energy: 0.639 eV
E: -40622.8785 eV
SMILES string: CCOC(=O)c1cc(-c2ccc(C)cc2)n(CCC(=O)N2CCN(c3ccccn3)CC2)c1C

Geometry (Å):
C: -4.312 -5.900 -0.174
C: -3.646 -5.159 0.979
O: -3.473 -3.779 0.682
C: -2.379 -3.444 -0.029
O: -1.555 -4.258 -0.391
C: -2.330 -2.013 -0.284
C: -3.290 -1.053 0.127
C: -2.876 0.163 -0.337
C: -3.532 1.461 -0.180
C: -3.895 2.241 -1.275
C: -4.525 3.458 -1.092
C: -4.816 3.928 0.182
C: -5.511 5.240 0.383
C: -4.469 3.138 1.273
C: -3.839 1.922 1.099
N: -1.690 -0.017 -1.018
C: -0.863 1.054 -1.508
C: -0.287 1.886 -0.350
C: 0.466 1.007 0.639
O: -0.048 0.673 1.688
N: 1.698 0.565 0.278
C: 2.527 1.057 -0.800
C: 3.678 1.891 -0.216
N: 4.442 1.104 0.727
C: 5.570 0.462 0.285
C: 6.337 -0.386 1.102
C: 7.498 -0.925 0.592
C: 7.887 -0.622 -0.708
C: 7.071 0.225 -1.432
N: 5.952 0.748 -0.964
C: 3.609 0.606 1.798
C: 2.456 -0.230 1.226
C: -1.341 -1.329 -0.976
C: -0.110 -1.872 -1.604
H: -3.665 -5.875 -1.048
H: -5.260 -5.431 -0.423
H: -4.487 -6.935 0.107
H: -2.669 -5.604 1.196
H: -4.273 -5.184 1.874
H: -4.184 -1.256 0.680
H: -3.710 1.882 -2.277
H: -4.801 4.050 -1.954
H: -5.079 5.781 1.222
H: -6.566 5.074 0.601
H: -5.442 5.859 -0.509
H: -4.695 3.486 2.271
H: -3.560 1.322 1.951
H: -0.061 0.619 -2.106
H: -1.457 1.714 -2.148
H: 0.337 2.690 -0.740
H: -1.115 2.331 0.204
H: 1.954 1.651 -1.507
H: 2.956 0.199 -1.331
H: 4.348 2.218 -1.009
H: 3.268 2.758 0.314
H: 6.045 -0.609 2.115
H: 8.102 -1.578 1.205
H: 8.789 -1.029 -1.135
H: 7.312 0.506 -2.450
H: 4.187 0.010 2.500
H: 3.193 1.466 2.335
H: 1.775 -0.546 2.018
H: 2.857 -1.110 0.712
H: -0.078 -1.649 -2.671
H: -0.110 -2.950 -1.470
H: 0.784 -1.462 -1.133

---

No. 6
Entry from the OMol25 dataset: C2HCl3S in the gas phase in a non-equilibrium geometry (ωB97M-V/def2-TZVPD).

Results
2S+1: 1
Highest occupied orbital energy: -9.46 eV
Energy above the lowest of the compared OMol25 structures with the same formula, charge and spin: 0.000 eV
Kohn-Sham gap: 0.3110 Ha
LUMO energy: -0.994 eV
E: -50491.6836 eV
SMILES string: S=CC(Cl)(Cl)Cl

Geometry (Å):
S: -2.411 0.029 -0.385
C: -0.894 0.166 -0.860
C: 0.375 -0.009 -0.029
Cl: -0.031 -0.638 1.561
Cl: 1.069 1.636 0.093
Cl: 1.453 -1.119 -0.869
H: -0.647 0.623 -1.835